Record 1
Density functional theory data (the ωB97M-V functional and the def2-TZVPD basis) for the molecule C3H6N2O2.

ORCA input file:
```
! wB97M-V def2-TZVPD RIJCOSX def2/J DEFGRID3
* xyz 0 1
C 1.885 -0.834 -0.217
O 1.342 0.592 -0.313
C -0.035 0.701 -0.136
N -0.811 1.737 -0.373
N -2.104 1.508 -0.174
O -2.134 -0.012 0.422
C -0.780 -0.439 0.354
H 2.612 -0.934 -1.116
H 1.048 -1.470 -0.220
H 2.542 -0.973 0.674
H -2.321 2.264 0.456
H -0.765 -1.225 -0.551
H -0.479 -0.915 1.195
*
```

Summary:
**Energy relative to the best compared isomer or geometry (same formula, charge and spin)**: 594.8 kJ/mol
**Energy**: -377.732794 a.u.

Let us look at the Mulliken charges, expressed in e, one per atom: -0.537, -0.386, 0.825, -0.461, -0.157, -0.376, -0.559, 0.218, 0.279, 0.234, 0.255, 0.252, 0.411

Record 2
Density functional theory data (the ωB97M-V functional and the def2-TZVPD basis) for the molecule C4H7NO2.

ORCA input file:
```
! wB97M-V def2-TZVPD RIJCOSX def2/J DEFGRID3
* xyz 0 1
C -1.344 -1.093 -0.241
C -0.377 0.038 -0.050
N -0.618 1.099 0.617
O -1.900 1.087 1.145
C 0.977 -0.059 -0.674
C 2.157 0.503 -0.027
O 1.907 -0.897 0.005
H -2.108 -0.824 -0.980
H -0.824 -1.992 -0.582
H -1.864 -1.309 0.696
H -1.934 1.915 1.641
H 0.980 -0.189 -1.758
H 3.005 0.810 -0.637
H 2.035 1.023 0.921
*
```

Summary:
**Energy relative to the best compared isomer or geometry (same formula, charge and spin)**: 342.4 kJ/mol
**Energy**: -361.750426 a.u.

Let us look at the Mulliken charges, expressed in e, one per atom: -1.145, 0.547, -0.456, -0.394, 0.032, -0.393, -0.419, 0.316, 0.337, 0.342, 0.371, 0.347, 0.264, 0.251

Record 3
Density functional theory data (the ωB97M-V functional and the def2-TZVPD basis) for a structure of composition C22H23N2O7P3SbSe4Zr.

ORCA input file:
```
! wB97M-V def2-TZVPD RIJCOSX def2/J DEFGRID3
* xyz -1 1
Zr -1.472 -0.692 1.176
Se -2.701 5.779 1.629
Sb -4.215 4.178 0.667
Se -2.105 1.834 1.451
Se -3.674 0.993 -0.147
Se -4.914 4.940 -1.494
O 0.050 -2.363 2.397
P -0.973 -2.208 3.675
O -0.344 -2.471 4.970
O -1.504 -0.814 3.329
O -2.164 -3.207 3.304
P -3.071 -3.183 1.833
O -3.732 -1.632 1.979
O -1.988 -2.770 0.805
O -2.552 -0.426 -0.529
H 0.703 -3.065 2.460
H -4.459 -1.679 2.612
C 1.481 0.966 5.632
N 1.506 0.678 4.209
C 2.422 -0.106 3.544
C 1.963 -0.206 2.270
N 0.787 0.500 2.132
C 0.556 1.015 3.325
H 2.499 0.958 6.016
H 0.889 0.213 6.151
H 1.049 1.950 5.794
H 3.279 -0.526 4.041
H 2.405 -0.736 1.442
H -0.279 1.646 3.585
C 4.586 0.785 -2.305
C 4.118 1.239 -1.083
C 2.803 0.991 -0.707
C 1.950 0.280 -1.544
C 2.425 -0.158 -2.781
C 3.734 0.091 -3.156
P 0.187 0.060 -1.075
C -0.595 1.363 -2.071
C -0.608 2.623 -1.472
C -1.234 3.693 -2.090
C -1.833 3.516 -3.329
C -1.775 2.280 -3.954
C -1.159 1.203 -3.331
C -0.106 -1.608 -1.794
C 0.812 -2.592 -1.412
C 0.641 -3.914 -1.784
C -0.458 -4.281 -2.548
C -1.385 -3.319 -2.916
C -1.219 -1.994 -2.535
H 5.609 0.981 -2.602
H 4.770 1.793 -0.419
H 2.433 1.369 0.238
H 1.766 -0.695 -3.452
H 4.091 -0.252 -4.119
H -0.157 2.766 -0.498
H -1.304 4.645 -1.578
H -2.373 4.336 -3.783
H -2.236 2.141 -4.924
H -1.123 0.250 -3.839
H 1.677 -2.317 -0.817
H 1.362 -4.659 -1.472
H -0.597 -5.313 -2.845
H -2.257 -3.598 -3.494
H -1.988 -1.275 -2.768
*
```

Summary:
**Energy relative to the best compared isomer or geometry (same formula, charge and spin)**: 550.7 kJ/mol
**Energy**: -12405.900814 a.u.

Let us look at the Mulliken charges, expressed in e, one per atom: 1.344, -0.672, 0.350, -0.519, 0.147, -0.647, -0.315, 0.923, -0.777, -0.346, -0.277, -0.343, -0.239, -0.001, -0.548, 0.242, 0.235, -0.963, 0.248, -0.848, -0.478, 0.332, -0.641, 0.341, 0.324, 0.347, 0.434, 0.494, 0.394, -0.550, -0.676, -0.249, 0.482, -0.427, -0.688, 1.785, 0.830, -0.981, -0.798, -0.560, -0.754, -0.461, 0.624, -0.809, -0.694, -0.562, -0.976, -0.472, 0.377, 0.447, 0.434, 0.388, 0.420, 0.426, 0.491, 0.490, 0.410, 0.470, 0.335, 0.421, 0.372, 0.413, 0.501

Record 4
Density functional theory data (the ωB97M-V functional and the def2-TZVPD basis) for the ion C5H10N3O2 with charge +1.

ORCA input file:
```
! wB97M-V def2-TZVPD RIJCOSX def2/J DEFGRID3
* xyz 1 1
C -2.280 1.037 -0.568
C -1.271 1.026 -1.399
O 0.116 1.084 -1.112
C 0.522 0.880 0.165
C 0.407 -0.647 0.506
N 1.058 -1.205 1.640
N 1.043 -1.370 -0.751
N -0.961 -1.018 0.384
C -1.920 -1.511 0.907
O -2.899 -1.917 1.270
H -3.230 1.221 -0.995
H -2.065 1.226 0.502
H -1.337 0.629 -2.430
H 0.047 1.487 0.863
H 1.554 1.246 0.021
H 0.475 -1.866 2.236
H 1.684 -0.599 2.158
H 2.066 -1.180 -0.688
H 0.631 -0.801 -1.456
H 0.738 -2.364 -0.733
*
```

Summary:
**Energy relative to the best compared isomer or geometry (same formula, charge and spin)**: 249.8 kJ/mol
**Energy**: -510.946720 a.u.

Let us look at the Mulliken charges, expressed in e, one per atom: -0.868, 0.136, -0.459, -0.772, 0.517, -0.546, -0.311, -0.268, 0.474, -0.308, 0.348, 0.278, 0.342, 0.476, 0.401, 0.251, 0.238, 0.366, 0.347, 0.359

For the records above, the corresponding HOMO level values read -8.544 -9.853 -3.841 -13.073 eV.
For the records above, the corresponding Kohn-Sham gap values read 9.3 10.8 5.8 9.8 eV.